Entry 1:
{"formula": "C43H46Cl5HfN3O", "method": "ωB97M-V with the def2-TZVPD basis set", "energy_ev": -115760.281, "homo_ev": -13.28, "spin_multiplicity": 1, "gap_ha": 0.2374, "total_charge": 2, "fmax_ev_per_a": 1.6, "species": ["Hf", "O", "C", "C", "C", "C", "C", "C", "N", "H", "H", "H", "H", "H", "H", "H", "C", "C", "C", "C", "C", "C", "C", "C", "C", "C", "C", "C", "N", "C", "C", "C", "C", "C", "C", "C", "N", "C", "C", "C", "C", "C", "C", "C", "C", "C", "C", "C", "C", "H", "H", "H", "H", "H", "H", "H", "H", "H", "H", "H", "H", "H", "H", "H", "H", "H", "H", "H", "H", "H", "H", "H", "H", "H", "H", "H", "H", "H", "H", "H", "H", "H", "H", "H", "H", "H", "H", "H", "Cl", "C", "C", "C", "Cl", "C", "Cl", "C", "Cl", "C", "Cl"], "positions_angstrom": [[0.080500, -0.332900, 0.486400], [0.795300, 0.057000, 2.998700], [2.150900, -0.290000, 3.317800], [2.975700, -0.262300, 2.064300], [4.400600, -0.074000, 2.203000], [5.181100, -0.051200, 1.117500], [4.633700, -0.322300, -0.231300], [3.101300, -0.470900, -0.291100], [2.352400, -0.383500, 0.948900], [0.338200, 0.177700, 3.844900], [2.183300, -1.309700, 3.729000], [2.573700, 0.398200, 4.057800], [4.806900, 0.080000, 3.189900], [6.236600, 0.161800, 1.194000], [5.171700, -1.174000, -0.651600], [2.787700, -1.384900, -0.799200], [3.049500, 0.904600, -3.725500], [2.185600, 0.794200, -2.467400], [1.280100, -0.438800, -2.601500], [2.981700, 0.830000, -1.129500], [4.538900, 0.894500, -1.196400], [5.151200, 2.158400, -0.714700], [4.478900, 3.035200, 0.027100], [3.065600, 2.890900, 0.340600], [2.459600, 3.826000, 1.369300], [2.596700, 3.147400, 2.738600], [3.080800, 5.221500, 1.395700], [2.368200, 1.883500, -0.222300], [0.949600, 1.720400, -0.090700], [0.294600, 2.776400, -0.530200], [-1.080200, 3.029200, -0.554900], [-1.433200, 4.333400, -1.001400], [-2.726500, 4.729700, -1.146600], [-3.739100, 3.821500, -0.818100], [-3.435200, 2.561500, -0.379100], [-2.104800, 2.085400, -0.246800], [-1.843800, 0.785400, 0.103300], [-3.071600, 0.016700, 0.019300], [-3.852100, -0.272300, 1.148400], [-5.042100, -0.970800, 0.973200], [-5.464000, -1.376700, -0.276000], [-4.692000, -1.082500, -1.382400], [-3.498400, -0.387200, -1.260000], [-2.684900, -0.096800, -2.505800], [-3.474500, 0.814400, -3.453400], [-2.295000, -1.387400, -3.238300], [-3.511700, 0.151800, 2.560000], [-3.826200, 1.632500, 2.800200], [-2.053600, -0.130100, 2.939000], [2.400400, 1.057100, -4.582900], [3.621500, -0.000800, -3.902100], [3.719300, 1.757900, -3.669600], [1.543800, 1.681200, -2.471500], [1.876200, -1.332300, -2.783200], [0.639000, -0.301700, -3.468900], [0.623800, -0.603600, -1.707300], [4.930100, 0.639800, -2.177800], [6.180900, 2.333100, -0.979600], [4.981000, 3.914500, 0.392500], [1.389800, 3.936700, 1.169500], [3.633200, 2.866500, 2.923000], [1.966200, 2.259900, 2.755200], [2.271500, 3.824300, 3.524200], [4.073700, 5.207300, 1.836400], [2.460900, 5.875000, 2.004300], [3.144800, 5.645400, 0.397100], [0.899900, 3.580400, -0.952500], [-0.630400, 5.020600, -1.216900], [-2.969400, 5.718600, -1.493100], [-4.772700, 4.112600, -0.919700], [-4.254700, 1.916800, -0.121500], [-5.650700, -1.192900, 1.835100], [-6.390800, -1.914600, -0.387000], [-5.020900, -1.397300, -2.357800], [-1.758300, 0.430900, -2.223400], [-4.346500, 0.299900, -3.847500], [-2.850400, 1.113300, -4.292600], [-3.810300, 1.711000, -2.938200], [-3.174100, -1.981800, -3.469700], [-1.618400, -2.000700, -2.643400], [-1.805000, -1.144900, -4.178700], [-4.152800, -0.436600, 3.223600], [-3.134300, 2.274600, 2.259200], [-3.750000, 1.863000, 3.859100], [-4.837100, 1.867700, 2.481500], [-1.426300, 0.656000, 2.493300], [-1.747200, -1.137000, 2.621300], [-1.962300, -0.071900, 4.023000], [-1.960900, -2.373600, 0.010700], [-0.590900, -3.395300, 0.204800], [0.584100, -2.713300, 0.552500], [1.645300, -3.619800, 0.762500], [3.199200, -3.106300, 1.320700], [1.546700, -5.007200, 0.582800], [2.907100, -6.023600, 0.842300], [0.341400, -5.591300, 0.192300], [0.210800, -7.273100, -0.047300], [-0.764800, -4.759300, 0.023200], [-2.292200, -5.401600, -0.409100]], "forces_ev_per_angstrom": [[-0.38, 0.20, 1.53], [0.23, -0.21, -0.54], [0.29, -0.09, -0.08], [-0.80, 0.28, -0.01], [0.50, -0.17, -0.26], [-0.33, -0.03, 0.24], [-0.04, -0.17, 0.02], [0.16, -0.17, -0.30], [-0.74, 0.13, 0.30], [-0.36, -0.03, -0.42], [0.08, 0.12, -0.08], [-0.19, -0.02, -0.12], [0.00, 0.03, 0.13], [0.14, -0.02, 0.10], [-0.03, 0.01, -0.04], [0.02, 0.03, 0.03], [-0.30, -0.02, 0.18], [-0.06, -0.05, 0.05], [0.55, 0.66, -0.31], [-0.22, 0.30, -0.08], [-0.05, 0.18, -0.03], [0.02, 0.17, 0.03], [0.53, -0.18, -0.25], [-0.93, -0.52, -0.02], [0.01, -0.04, 0.13], [-0.17, 0.16, -0.23], [-0.22, -0.16, -0.07], [0.92, 0.35, -0.33], [-0.44, -0.58, 0.04], [-0.08, -0.17, 0.04], [-0.59, -0.06, -0.04], [0.07, -0.14, 0.04], [-0.05, 0.07, 0.02], [0.36, 0.14, -0.05], [0.07, -0.23, 0.15], [0.04, 0.96, -0.16], [1.19, -0.86, 0.17], [-0.60, -0.27, -0.02], [0.07, 0.04, -0.06], [0.09, 0.05, -0.05], [-0.02, 0.04, -0.06], [0.02, 0.07, 0.07], [0.26, 0.20, 0.14], [0.05, 0.01, -0.22], [0.20, 0.05, 0.15], [0.11, 0.20, 0.12], [0.24, 0.18, -0.12], [0.00, -0.22, 0.09], [-0.35, 0.12, -0.10], [-0.04, -0.01, -0.17], [0.20, -0.12, -0.05], [0.09, 0.05, -0.01], [0.01, -0.13, -0.04], [-0.17, -0.21, 0.32], [-0.38, -0.10, 0.17], [-0.04, -0.18, -0.30], [-0.04, -0.05, 0.00], [0.22, 0.11, 0.04], [0.10, 0.14, 0.00], [0.14, 0.08, 0.09], [0.08, -0.03, 0.06], [0.00, -0.08, 0.11], [-0.02, 0.03, 0.15], [0.12, 0.04, 0.03], [0.00, 0.08, 0.05], [0.05, 0.12, -0.10], [0.06, -0.13, 0.17], [0.12, 0.12, -0.10], [-0.01, 0.17, -0.05], [-0.14, 0.01, 0.05], [-0.09, -0.09, -0.03], [-0.06, -0.04, 0.17], [-0.13, -0.08, -0.02], [-0.07, -0.07, -0.20], [-0.30, -0.13, -0.10], [-0.11, -0.06, -0.06], [0.02, 0.03, -0.11], [-0.05, 0.08, -0.03], [-0.07, -0.10, -0.04], [0.01, -0.09, -0.06], [0.06, -0.01, -0.11], [0.11, 0.01, -0.06], [0.03, 0.08, -0.03], [0.03, 0.08, 0.16], [-0.12, 0.06, -0.04], [-0.10, -0.15, 0.23], [0.08, 0.00, 0.05], [0.23, -0.07, 0.10], [0.37, 0.54, 0.06], [0.60, -0.32, 0.12], [-0.29, -0.19, -0.20], [-0.01, 0.10, 0.00], [0.34, -0.06, 0.12], [0.07, -0.03, 0.00], [-0.14, -0.01, -0.04], [-0.08, 0.14, 0.03], [-0.03, 0.10, 0.01], [0.11, -0.03, -0.02], [-0.01, 0.04, 0.00]]}



Entry 2:
{"formula": "C12H33KN3O3", "method": "ωB97M-V with the def2-TZVPD basis set", "energy_ev": -39898.381, "s2": 0.76, "homo_ev": [-15.41, -15.28], "spin_multiplicity": 2, "gap_ha": [0.3664, 0.1343], "total_charge": 2, "fmax_ev_per_a": 2.7, "species": ["K", "C", "C", "C", "O", "C", "N", "H", "H", "H", "H", "H", "H", "H", "H", "H", "H", "H", "C", "C", "C", "O", "C", "N", "H", "H", "H", "H", "H", "H", "H", "H", "H", "H", "H", "C", "C", "C", "O", "C", "N", "H", "H", "H", "H", "H", "H", "H", "H", "H", "H", "H"], "positions_angstrom": [[-0.837899, 1.412487, 1.040353], [-2.407199, -1.181863, -0.210227], [-1.181939, -1.344283, -1.143007], [-1.779629, -1.649783, -2.545757], [-0.808759, -2.125503, -3.424067], [-1.294929, -2.628263, -4.640107], [-0.312239, -0.229513, -1.120377], [-3.069919, -0.360823, -0.483717], [-2.230399, -1.036383, 0.855453], [-2.891449, -2.154303, -0.299527], [-0.685789, -2.276233, -0.872057], [-2.202269, -0.729473, -2.948867], [-2.579949, -2.385833, -2.469467], [-0.501849, -2.961813, -5.309327], [-2.011289, -1.889933, -5.000397], [-1.841689, -3.555323, -4.467767], [-0.703209, 0.632287, -1.473287], [0.408461, -0.449803, -1.792807], [3.094261, 3.099687, -0.604277], [2.228621, 2.642007, -1.688057], [2.789681, 1.339587, -2.362537], [1.750821, 0.923907, -3.281997], [1.992421, -0.404073, -3.832297], [0.878551, 2.587187, -1.215567], [2.766811, 4.084337, -0.270587], [4.155551, 3.216687, -0.823567], [3.180971, 2.373147, 0.203633], [2.136251, 3.438597, -2.426307], [2.918711, 0.545537, -1.627057], [3.695081, 1.602057, -2.909777], [1.130471, -0.662003, -4.447617], [2.205451, -1.156723, -3.073197], [2.812071, -0.225533, -4.528287], [0.581321, 3.390697, -0.680677], [0.400491, 2.641957, -2.103577], [1.005361, -0.130383, 5.447083], [0.308271, -0.173513, 4.098133], [-1.248039, -0.194793, 4.223103], [-2.015489, -0.465163, 3.059473], [-3.294579, -1.119653, 3.391853], [0.784811, 1.021297, 3.368123], [0.814701, -0.965323, 6.121343], [0.665451, 0.748317, 5.995193], [2.092821, -0.061033, 5.419973], [0.576781, -1.085123, 3.564303], [-1.618149, 0.615897, 4.850713], [-1.434909, -1.040883, 4.884403], [-3.922779, -1.165433, 2.502263], [-3.923839, -0.891953, 4.252243], [-3.257939, -2.186623, 3.611713], [0.938261, 1.704547, 4.095943], [1.743691, 0.867127, 3.090833]], "forces_ev_per_angstrom": [[0.13, 0.10, 0.75], [0.02, -0.58, -0.31], [-1.28, 0.20, 1.57], [-0.52, -0.62, -0.71], [1.05, 0.83, 0.62], [-0.68, -0.89, -0.12], [0.36, -1.10, -1.54], [-0.18, -0.14, -0.49], [0.77, -0.21, -0.06], [-0.66, 0.32, 0.24], [0.47, 0.19, 0.12], [-0.01, 0.41, 0.11], [-0.18, -0.06, -0.09], [0.23, 0.80, 0.15], [0.17, -0.11, -0.65], [-0.47, -0.20, 0.30], [-0.26, 0.32, 0.07], [1.17, 0.49, 0.20], [1.86, 0.51, 1.34], [1.37, 0.12, -1.12], [-2.40, 1.15, -0.11], [-0.01, -1.11, 0.59], [0.15, 1.90, -0.67], [-1.95, -1.78, -0.12], [-0.01, -0.13, 0.42], [-0.04, 0.16, -0.73], [-0.67, 0.04, 0.38], [1.07, -0.10, -0.65], [0.38, 0.00, 0.19], [0.17, -0.24, 0.13], [-0.07, -0.02, 0.27], [0.13, 0.02, 0.04], [0.34, -0.79, 0.06], [0.56, 0.47, -0.08], [-1.03, -0.10, 0.13], [-0.47, -0.42, 1.19], [-0.48, 0.15, -0.33], [0.79, -1.34, 1.86], [-1.24, 0.09, 0.30], [-0.20, -1.26, -0.81], [-0.21, 0.04, -0.63], [-0.27, -0.21, -0.21], [-0.07, 0.19, 0.05], [-0.02, 0.02, -0.59], [0.15, 0.06, -0.24], [-0.12, 0.74, -0.57], [0.18, -0.31, 0.21], [0.10, 0.81, -0.10], [0.54, 1.73, 0.08], [1.44, -0.42, -0.14], [-0.37, 0.63, 0.05], [0.27, -0.34, -0.33]]}



Entry 3:
{"formula": "C23H25N3", "method": "ωB97M-V with the def2-TZVPD basis set", "energy_ev": -28726.359, "homo_ev": -7.49, "spin_multiplicity": 1, "gap_ha": 0.2983, "total_charge": 0, "fmax_ev_per_a": 2.3, "smiles": "Cc1ccc([C@H](c2c(C)n(C)c3ccccc23)n2cc(C)nc2C)cc1", "species": ["C", "C", "C", "C", "C", "C", "C", "C", "C", "N", "C", "C", "C", "C", "C", "C", "C", "N", "C", "C", "C", "N", "C", "C", "C", "C", "H", "H", "H", "H", "H", "H", "H", "H", "H", "H", "H", "H", "H", "H", "H", "H", "H", "H", "H", "H", "H", "H", "H", "H", "H"], "positions_angstrom": [[-3.483618, 4.163622, 2.010163], [-2.314274, 3.200136, 1.966899], [-1.183289, 3.482178, 1.210149], [-0.189319, 2.495509, 0.984894], [-0.412224, 1.188687, 1.454281], [0.409437, -0.094892, 1.004758], [1.447308, 0.192243, -0.009708], [2.750211, -0.307281, -0.088608], [3.657298, -0.829007, 0.954831], [3.076138, -0.388949, -1.426629], [4.204601, -1.108954, -1.949318], [2.112621, 0.261331, -2.194205], [1.916232, 0.223219, -3.549758], [0.692839, 0.725466, -4.048277], [-0.305815, 1.204959, -3.182253], [-0.133111, 1.161749, -1.799821], [1.089524, 0.705675, -1.300439], [-0.532936, -1.316952, 0.599255], [-1.872902, -1.218115, 0.531673], [-2.428037, -2.488694, 0.413884], [-3.826989, -2.936014, 0.308993], [-1.394403, -3.402455, 0.413605], [-0.248703, -2.698904, 0.506404], [1.049770, -3.394777, 0.505044], [-1.380433, 1.005602, 2.425391], [-2.365043, 1.975995, 2.627325], [-4.226129, 3.835025, 2.745334], [-3.148898, 5.165384, 2.296786], [-4.019970, 4.267955, 1.053873], [-1.129818, 4.427635, 0.694493], [0.666625, 2.809186, 0.396380], [0.803214, -0.672070, 1.854008], [3.302790, -0.507230, 1.942520], [3.653152, -1.929592, 0.927709], [4.711797, -0.513298, 0.850524], [4.179177, -1.020706, -3.036171], [5.119424, -0.670029, -1.542909], [4.186567, -2.177137, -1.686662], [2.701804, -0.158670, -4.181103], [0.533385, 0.745885, -5.108268], [-1.231747, 1.597714, -3.598349], [-0.932374, 1.445662, -1.108287], [-2.316046, -0.231655, 0.576056], [-4.525280, -2.082054, 0.284200], [-3.997710, -3.541180, -0.600200], [-4.123593, -3.585159, 1.147705], [1.882663, -2.677803, 0.501478], [1.092853, -4.061284, 1.377641], [1.158436, -4.064736, -0.360417], [-1.431124, 0.076952, 3.003932], [-3.244095, 1.719841, 3.201175]], "forces_ev_per_angstrom": [[-0.07, 0.07, 0.25], [-0.39, -0.06, -0.32], [0.61, -1.06, 0.01], [-1.16, 0.46, 0.04], [1.42, -1.13, 0.15], [-0.54, -0.61, 1.24], [0.69, 0.15, 0.06], [-1.68, 0.00, -0.83], [0.18, -0.51, 0.51], [0.08, 0.91, -0.03], [0.33, 0.13, 0.03], [-0.66, -0.54, 1.50], [-0.91, 0.79, -0.91], [0.99, -0.15, 0.81], [0.20, -0.02, 0.25], [-0.10, 0.10, -0.48], [0.25, -1.45, -0.52], [1.38, -0.30, -0.43], [-1.90, -0.19, -0.30], [1.73, 0.77, 0.21], [-1.11, -0.16, -0.20], [1.11, 1.40, -0.07], [-2.27, 0.48, -0.01], [0.83, -0.01, 0.14], [-0.88, 0.20, 0.33], [0.22, -0.19, -0.16], [0.15, 0.07, -0.07], [-0.05, -0.09, -0.02], [0.38, -0.20, 0.15], [0.28, 0.23, 0.05], [-0.08, -0.52, -0.13], [0.57, 1.18, 0.28], [0.13, -0.15, -0.25], [0.20, 0.21, 0.18], [-0.56, 0.05, -0.11], [0.27, -0.04, 0.20], [0.14, -0.14, -0.31], [-0.16, 0.28, -0.02], [-0.14, -0.05, -0.41], [-0.08, -0.01, -0.34], [0.17, -0.16, 0.06], [0.27, -0.12, -0.50], [-0.22, -0.40, -0.10], [0.28, -0.31, 0.00], [0.15, 0.33, 0.28], [0.19, 0.25, -0.13], [-0.27, -0.44, 0.11], [0.23, 0.31, -0.06], [-0.17, 0.39, 0.08], [-0.11, 0.18, -0.53], [0.06, 0.08, 0.35]]}



Entry 4:
{"formula": "C3H5AgO3", "method": "ωB97M-V with the def2-TZVPD basis set", "energy_ev": -13327.866, "homo_ev": -7.60, "spin_multiplicity": 1, "gap_ha": 0.2310, "total_charge": 0, "fmax_ev_per_a": 7.9, "species": ["H", "C", "O", "H", "H", "C", "O", "Ag", "H", "H", "C", "O"], "positions_angstrom": [[1.428267, -2.666969, 0.167783], [0.386738, -2.065675, 0.247246], [1.275774, -1.360308, 1.069263], [0.212253, -1.585473, -0.730016], [-0.316114, -2.710829, 0.805165], [0.138048, -0.389020, 1.535244], [-0.091066, 0.616383, 0.673606], [-0.471513, 2.063682, -1.042827], [0.606072, -0.039936, 2.482277], [-0.800848, -0.852975, 1.925522], [-1.078813, 4.110398, -3.171343], [-1.288797, 4.880722, -3.961920]], "forces_ev_per_angstrom": [[-3.00, -1.50, -2.22], [6.12, -4.65, -1.66], [-5.22, 4.42, 2.53], [-0.78, -0.21, 0.72], [-0.21, 0.75, -0.71], [2.56, 2.30, 2.25], [-0.39, 0.71, -1.14], [0.26, -1.10, 1.14], [-0.02, 0.44, -0.22], [0.59, -0.84, -1.02], [0.01, 0.04, -0.02], [0.09, -0.36, 0.37]]}